No. 1
{"formula": "C10H16N3S", "method": "ωB97M-V/def2-TZVPD", "symbols": ["C", "C", "S", "C", "C", "N", "C", "C", "N", "C", "C", "N", "C", "C", "H", "H", "H", "H", "H", "H", "H", "H", "H", "H", "H", "H", "H", "H", "H", "H"], "positions_angstrom": [[-0.86, 2.32, -0.32], [-0.13, 1.25, -0.31], [0.25, 0.12, -1.66], [-0.74, 0.68, -3.08], [-0.03, 1.76, -3.97], [0.70, 0.86, 0.79], [1.96, 1.41, 0.99], [2.73, 0.92, 1.96], [2.29, -0.03, 2.84], [1.15, -0.54, 2.70], [0.34, -0.25, 1.52], [-0.75, -0.93, 1.40], [-0.84, -2.35, 2.02], [-1.34, -3.34, 1.01], [-1.59, 2.51, -1.11], [-0.89, 2.98, 0.47], [-0.84, -0.09, -3.72], [-1.66, 1.08, -2.85], [0.14, 2.70, -3.61], [0.94, 1.33, -4.26], [-0.42, 1.83, -5.01], [2.37, 2.15, 0.32], [3.54, 1.43, 2.29], [0.73, -1.28, 3.42], [-1.31, -0.89, 0.54], [-1.56, -2.15, 2.85], [0.12, -2.81, 2.50], [-0.54, -3.60, 0.40], [-2.08, -2.87, 0.45], [-1.68, -4.20, 1.44]], "total_charge": 1, "fmax_ev_per_a": 4.58, "e_lumo_ev": -3.94, "homo_energy_ha": -0.4592, "de_lowest_ev": 1.000}



No. 2
{"formula": "C10H16N4O", "method": "ωB97M-V/def2-TZVPD", "symbols": ["N", "C", "C", "C", "C", "N", "C", "C", "C", "N", "O", "C", "N", "C", "C", "H", "H", "H", "H", "H", "H", "H", "H", "H", "H", "H", "H", "H", "H", "H", "H"], "positions_angstrom": [[0.61, 5.15, -2.06], [0.36, 3.88, -1.66], [-0.29, 3.61, -0.44], [-0.50, 2.32, -0.06], [0.05, 1.30, -0.83], [0.09, 0.00, -0.21], [-0.81, -1.08, -0.43], [-0.13, -2.24, 0.42], [-1.02, -2.91, 1.46], [-0.34, -3.95, 2.36], [0.91, -1.65, 1.11], [0.93, -0.28, 0.82], [1.86, 0.47, 1.33], [0.76, 1.59, -2.01], [0.90, 2.86, -2.46], [0.48, 5.89, -1.50], [0.89, 5.31, -2.99], [-0.43, 4.33, 0.30], [-0.84, 1.97, 0.91], [-0.83, -1.29, -1.62], [-1.78, -0.79, -0.16], [0.38, -3.03, -0.18], [-1.75, -3.54, 0.80], [-1.35, -2.09, 2.13], [-1.24, -4.30, 2.73], [0.31, -3.63, 3.23], [0.38, -4.41, 1.79], [1.48, 1.38, 1.35], [2.58, 0.15, 1.97], [1.11, 0.73, -2.77], [1.31, 3.14, -3.40]], "total_charge": 2, "fmax_ev_per_a": 4.57, "e_lumo_ev": -6.58, "homo_energy_ha": -0.5006, "de_lowest_ev": 0.304}



No. 3
{"formula": "C10H16NOS", "method": "ωB97M-V/def2-TZVPD", "symbols": ["C", "C", "C", "C", "C", "C", "C", "C", "C", "C", "N", "O", "S", "H", "H", "H", "H", "H", "H", "H", "H", "H", "H", "H", "H", "H", "H", "H", "H"], "positions_angstrom": [[2.75, 1.84, 0.67], [2.34, 1.81, -0.65], [2.26, 0.88, 1.62], [1.32, 0.96, -1.04], [1.42, -0.07, 1.18], [0.98, -0.09, -0.13], [0.44, -3.54, -1.24], [-2.01, 2.54, -0.16], [-3.51, 0.73, -0.14], [0.20, -2.84, 0.08], [-2.29, 1.08, -0.14], [-1.16, -0.95, 1.25], [-0.54, -1.10, -0.22], [3.53, 2.40, 1.14], [2.69, 2.36, -1.48], [2.56, 0.90, 2.64], [1.09, 0.89, -2.07], [1.12, -0.72, 1.98], [-0.39, -3.89, -1.77], [0.91, -2.82, -1.96], [1.24, -4.23, -1.34], [-1.81, 2.88, 0.92], [-1.36, 2.93, -1.00], [-2.94, 3.08, -0.37], [-4.38, 1.24, -0.30], [-3.57, -0.36, -0.04], [-1.42, 0.01, 1.30], [1.09, -2.58, 0.60], [-0.55, -3.36, 0.67]], "total_charge": 1, "fmax_ev_per_a": 4.82, "e_lumo_ev": -3.58, "homo_energy_ha": -0.4873, "de_lowest_ev": 1.549}



No. 4
{"formula": "C10H16O", "method": "ωB97M-V/def2-TZVPD", "symbols": ["C", "C", "C", "H", "H", "H", "H", "H", "H", "H", "H", "C", "C", "C", "C", "C", "C", "C", "O", "H", "H", "H", "H", "H", "H", "H", "H"], "positions_angstrom": [[-0.40, 1.43, 3.40], [0.50, 2.34, 2.57], [-1.88, 1.46, 3.04], [-0.26, 1.63, 4.47], [0.00, 0.41, 3.37], [0.99, 1.74, 1.79], [-0.04, 3.13, 2.06], [-2.50, 1.11, 3.86], [-2.06, 0.78, 2.22], [1.39, 2.69, 3.09], [-2.19, 2.44, 2.68], [2.86, -1.55, -2.05], [-1.40, -1.03, -2.15], [-0.58, 0.06, -2.02], [-0.91, -2.34, -1.99], [0.83, -0.05, -1.97], [0.51, -2.45, -2.02], [1.35, -1.38, -2.03], [-2.77, -0.89, -2.37], [-1.04, 1.05, -1.88], [-3.05, -0.01, -2.11], [-1.52, -3.22, -2.16], [1.37, 0.81, -1.59], [0.98, -3.43, -2.00], [3.20, -2.44, -2.59], [3.28, -1.61, -1.04], [3.31, -0.69, -2.54]], "total_charge": -1, "fmax_ev_per_a": 1.50, "s2": 0.758, "e_lumo_ev": [3.59, 3.44], "homo_energy_ha": [0.0316, -0.1305], "de_lowest_ev": 0.395, "spin_multiplicity": 2}



No. 5
{"formula": "C10H16O", "method": "ωB97M-V/def2-TZVPD", "symbols": ["C", "C", "H", "H", "H", "H", "H", "H", "C", "C", "C", "C", "C", "C", "C", "C", "O", "H", "H", "H", "H", "H", "H", "H", "H", "H", "H"], "positions_angstrom": [[1.97, -2.11, -0.84], [0.55, -2.63, -0.92], [2.08, -1.02, -0.80], [2.40, -2.49, 0.10], [2.62, -2.46, -1.65], [0.51, -3.70, -0.68], [0.04, -2.43, -1.87], [-0.12, -2.17, -0.20], [1.35, 1.43, 0.73], [1.55, 1.55, 2.24], [-0.03, 1.04, 0.25], [-1.10, 0.86, 1.12], [-0.22, 0.86, -1.14], [-2.42, 0.57, 0.58], [-1.52, 0.67, -1.69], [-2.59, 0.56, -0.80], [-3.85, 0.43, -1.36], [1.60, 2.41, 0.30], [2.10, 0.74, 0.32], [1.77, 0.58, 2.71], [-0.98, 0.98, 2.19], [0.73, 0.93, -1.70], [-3.26, 0.49, 1.26], [-1.77, 0.44, -2.73], [-4.49, 0.31, -0.66], [0.68, 1.97, 2.74], [2.40, 2.18, 2.51]], "total_charge": -1, "fmax_ev_per_a": 1.41, "s2": 0.762, "e_lumo_ev": [3.81, 3.78], "homo_energy_ha": [0.0267, -0.1259], "de_lowest_ev": 0.068, "spin_multiplicity": 2}



No. 6
{"formula": "C10H16O", "method": "ωB97M-V/def2-TZVPD", "symbols": ["C", "C", "C", "C", "C", "O", "C", "C", "H", "H", "H", "H", "H", "H", "H", "H", "C", "C", "C", "H", "H", "H", "H", "H", "H", "H", "H"], "positions_angstrom": [[0.10, -0.87, -4.36], [-0.12, -0.56, -2.90], [0.66, 0.42, -2.26], [0.41, 0.77, -0.95], [-0.70, 0.22, -0.32], [-1.07, 0.85, 0.86], [-1.49, -0.75, -0.90], [-1.10, -1.21, -2.17], [1.03, -1.41, -4.53], [0.22, 0.06, -4.90], [-0.76, -1.43, -4.71], [1.46, 0.82, -2.88], [0.89, 1.60, -0.45], [-2.00, 0.74, 1.05], [-2.41, -1.15, -0.49], [-1.44, -2.18, -2.52], [-0.01, -0.55, 3.69], [1.03, 0.35, 3.05], [1.67, 1.25, 4.12], [0.47, -1.33, 4.27], [-0.65, -1.12, 3.00], [-0.73, 0.01, 4.28], [1.78, -0.27, 2.54], [0.71, 0.98, 2.24], [0.96, 1.60, 4.87], [2.43, 0.70, 4.68], [2.18, 2.08, 3.65]], "total_charge": 0, "fmax_ev_per_a": 1.50, "e_lumo_ev": 0.84, "homo_energy_ha": -0.3088, "de_lowest_ev": 1.301}



No. 7
{"formula": "C10H16O", "method": "ωB97M-V/def2-TZVPD", "symbols": ["C", "C", "C", "C", "C", "C", "O", "C", "C", "H", "H", "H", "H", "H", "H", "H", "H", "H", "H", "C", "C", "H", "H", "H", "H", "H", "H"], "positions_angstrom": [[-2.72, -1.64, 0.51], [-1.46, -1.36, -0.30], [-0.87, 0.03, -0.12], [-1.01, 0.77, 1.05], [-0.48, 2.04, 1.19], [0.13, 2.64, 0.10], [0.54, 3.93, 0.23], [0.33, 1.91, -1.07], [-0.15, 0.61, -1.16], [-3.31, -0.72, 0.63], [-2.52, -1.99, 1.53], [-3.34, -2.38, 0.03], [-0.69, -2.10, -0.11], [-1.74, -1.39, -1.34], [-1.56, 0.28, 1.85], [-0.50, 2.59, 2.13], [1.20, 4.19, -0.45], [0.92, 2.31, -1.90], [0.06, 0.06, -2.07], [3.10, -3.02, -0.26], [1.96, -4.03, -0.15], [3.21, -2.66, -1.28], [2.92, -2.15, 0.38], [4.04, -3.48, 0.03], [1.05, -3.63, -0.61], [1.72, -4.26, 0.89], [2.19, -4.92, -0.73]], "total_charge": 0, "fmax_ev_per_a": 0.85, "e_lumo_ev": 0.84, "homo_energy_ha": -0.3075, "de_lowest_ev": 0.849}



No. 8
{"formula": "C10H16O", "method": "ωB97M-V/def2-TZVPD", "symbols": ["C", "C", "C", "C", "C", "O", "C", "C", "H", "H", "H", "H", "H", "H", "H", "H", "C", "C", "C", "H", "H", "H", "H", "H", "H", "H", "H"], "positions_angstrom": [[-1.41, 1.88, 1.97], [-1.58, 0.79, 0.94], [-1.58, 1.08, -0.41], [-1.81, 0.09, -1.36], [-1.60, -1.23, -0.97], [-1.86, -2.18, -1.93], [-1.37, -1.54, 0.36], [-1.49, -0.55, 1.32], [-1.37, 1.41, 2.95], [-2.21, 2.61, 2.05], [-0.47, 2.42, 1.81], [-1.41, 2.09, -0.77], [-2.07, 0.27, -2.39], [-1.49, -3.04, -1.67], [-1.22, -2.54, 0.71], [-1.40, -0.75, 2.38], [2.13, 1.04, -1.12], [2.42, -0.44, -0.89], [2.07, -0.87, 0.54], [2.41, 1.70, -0.30], [2.62, 1.44, -2.01], [1.06, 1.22, -1.26], [1.88, -1.07, -1.59], [3.48, -0.62, -1.05], [2.88, -0.56, 1.21], [1.06, -0.71, 0.86], [2.34, -1.94, 0.60]], "total_charge": 0, "fmax_ev_per_a": 2.47, "e_lumo_ev": 0.84, "homo_energy_ha": -0.3110, "de_lowest_ev": 1.224}



No. 9
{"formula": "C10H16O", "method": "ωB97M-V/def2-TZVPD", "symbols": ["C", "C", "C", "C", "C", "C", "O", "C", "C", "H", "H", "H", "H", "H", "H", "H", "H", "H", "H", "C", "C", "H", "H", "H", "H", "H", "H"], "positions_angstrom": [[1.43, -0.04, -1.96], [0.35, -0.13, -0.85], [0.75, -1.03, 0.30], [1.39, -0.40, 1.39], [1.62, -1.22, 2.50], [1.29, -2.57, 2.41], [1.56, -3.26, 3.60], [0.80, -3.21, 1.31], [0.48, -2.38, 0.23], [1.76, -1.08, -2.08], [2.34, 0.49, -1.70], [1.02, 0.29, -2.91], [0.05, 0.88, -0.58], [-0.53, -0.56, -1.34], [1.64, 0.65, 1.41], [2.04, -0.79, 3.39], [0.83, -3.75, 3.92], [0.71, -4.29, 1.32], [0.00, -2.79, -0.65], [-3.02, 2.66, -1.36], [-1.85, 3.64, -1.05], [-2.65, 1.64, -1.36], [-3.82, 2.87, -0.66], [-3.32, 2.82, -2.39], [-1.71, 3.58, 0.03], [-2.18, 4.64, -1.32], [-0.97, 3.34, -1.61]], "total_charge": 0, "fmax_ev_per_a": 2.44, "e_lumo_ev": 0.92, "homo_energy_ha": -0.3176, "de_lowest_ev": 1.286}



No. 10
{"formula": "C10H16O", "method": "ωB97M-V/def2-TZVPD", "symbols": ["C", "C", "C", "C", "C", "O", "C", "C", "H", "H", "H", "H", "H", "H", "H", "H", "C", "C", "C", "H", "H", "H", "H", "H", "H", "H", "H"], "positions_angstrom": [[-1.83, -2.22, -2.42], [-0.65, -1.62, -1.74], [-0.44, -1.80, -0.37], [0.61, -1.27, 0.35], [1.52, -0.40, -0.28], [2.57, 0.27, 0.24], [1.37, -0.27, -1.66], [0.30, -0.84, -2.35], [-1.68, -2.30, -3.50], [-2.77, -1.72, -2.22], [-1.95, -3.24, -2.03], [-1.18, -2.36, 0.22], [0.83, -1.54, 1.38], [2.74, 0.09, 1.19], [2.08, 0.29, -2.27], [0.29, -0.66, -3.42], [-1.36, 1.67, 3.33], [-0.71, 1.87, 1.96], [-0.71, 3.36, 1.59], [-2.26, 2.27, 3.45], [-0.70, 1.88, 4.18], [-1.65, 0.63, 3.46], [0.33, 1.56, 2.06], [-1.27, 1.32, 1.22], [0.15, 3.91, 1.98], [-0.70, 3.58, 0.52], [-1.60, 3.89, 1.91]], "total_charge": 0, "fmax_ev_per_a": 1.94, "e_lumo_ev": 0.76, "homo_energy_ha": -0.3065, "de_lowest_ev": 1.054}



No. 11
{"formula": "C10H16O", "method": "ωB97M-V/def2-TZVPD", "symbols": ["C", "C", "C", "C", "C", "C", "C", "C", "C", "C", "O", "H", "H", "H", "H", "H", "H", "H", "H", "H", "H", "H", "H", "H", "H", "H", "H"], "positions_angstrom": [[2.64, -0.34, 0.28], [1.93, 0.71, 0.02], [2.22, -1.73, 0.14], [1.03, -1.93, -0.77], [-0.34, -1.66, -0.28], [-0.76, -0.31, -0.43], [-2.08, 0.42, -0.35], [2.07, 2.16, 0.05], [-3.47, -0.04, -0.20], [-2.05, 1.90, 0.27], [-1.28, 0.30, -1.53], [3.59, -0.06, 0.72], [3.07, -2.41, -0.21], [2.02, -2.09, 1.13], [1.19, -1.19, -1.67], [1.15, -2.97, -1.03], [-1.02, -2.47, -0.81], [-0.45, -1.98, 0.69], [2.74, 2.46, 0.88], [1.17, 2.67, 0.21], [2.49, 2.54, -0.90], [-3.43, -1.15, -0.17], [-3.98, 0.28, -1.09], [-3.94, 0.37, 0.69], [-1.93, 1.86, 1.47], [-2.94, 2.54, -0.04], [-1.14, 2.36, -0.08]], "total_charge": 0, "fmax_ev_per_a": 4.69, "e_lumo_ev": [0.66, 0.54], "homo_energy_ha": [-0.2859, -0.2752], "de_lowest_ev": 7.361}



No. 12
{"formula": "C10H16O", "method": "ωB97M-V/def2-TZVPD", "symbols": ["C", "C", "C", "C", "C", "O", "C", "C", "H", "H", "H", "H", "H", "H", "H", "H", "C", "C", "C", "H", "H", "H", "H", "H", "H", "H", "H"], "positions_angstrom": [[-1.54, -2.50, 2.57], [-1.53, -1.12, 1.93], [-0.32, -0.45, 1.78], [-0.32, 0.82, 1.21], [-1.37, 1.26, 0.43], [-1.28, 2.37, -0.35], [-2.55, 0.54, 0.48], [-2.60, -0.65, 1.17], [-1.13, -3.24, 1.87], [-2.52, -2.74, 2.95], [-0.85, -2.47, 3.41], [0.58, -0.73, 2.31], [0.59, 1.40, 1.35], [-0.41, 2.75, -0.32], [-3.43, 0.93, -0.02], [-3.54, -1.19, 1.25], [2.64, 0.10, -0.84], [1.79, -0.04, -2.08], [1.61, 1.15, -3.07], [2.51, -0.69, -0.11], [3.66, 0.35, -1.14], [2.61, 1.11, -0.40], [0.76, -0.33, -1.85], [2.13, -0.92, -2.62], [2.15, 2.06, -2.81], [0.56, 1.45, -3.06], [1.84, 0.77, -4.04]], "total_charge": 0, "fmax_ev_per_a": 2.78, "e_lumo_ev": 0.85, "homo_energy_ha": -0.3078, "de_lowest_ev": 1.591}